Entry A
Entry from the OMol25 dataset: a 6-piece molecular cluster, C16H31O8 overall (wB97M-V/def2-TZVPD).

Properties
HOMO-LUMO gap (eV): 7.05
Spin multiplicity: 1
LUMO (eV): 2.59
Net charge: -1

Each atom is followed by the atoms it is bonded to, with distances in Å.
Cartesian coordinates (Å):
1 C 1.12037 -3.23132 3.72905  H3 1.090, H6 1.090, H38 1.090, C40 1.541
2 H -2.22912 1.33483 -3.56756  C51 1.090
3 H 0.73021 -4.04002 4.34702  C1 1.090
4 C 1.72042 -2.42528 1.32470  H10 1.090, H27 1.090, C40 1.570, H54 1.090
5 O -0.81643 2.35009 0.30550  C49 1.252
6 H 0.77233 -2.27251 4.11332  C1 1.090
7 H 5.64662 0.37737 0.70897  C37 1.090
8 H -0.70896 -3.13060 -2.00097  C15 1.090
9 H -0.13518 0.01926 -1.31863  O28 0.960
10 H 2.59623 -3.00722 1.03763  C4 1.090
11 H -2.29790 -0.95958 0.65350  C14 1.090
12 H -3.12625 1.66702 -5.06797  C51 1.090
13 H -3.92126 2.15009 4.45825  C55 1.090
14 C -3.04762 -1.29021 -0.06532  H11 1.090, C18 1.458, H22 1.090, H31 1.090
15 C -1.33449 -2.83856 -1.15743  H8 1.090, C18 1.547, H29 1.090, H42 1.090
16 H -1.06236 0.78515 2.57534  C41 1.090
17 C 4.20224 1.06366 -0.70361  C37 1.529, C46 1.557, O48 1.230
18 C -2.34697 -1.67617 -1.28438  C14 1.458, C15 1.547, O45 1.252
19 O -0.26836 2.00822 -1.69285  C49 1.233
20 H 2.60794 2.60962 -0.31892  C46 1.090
21 H 0.96617 1.00016 -5.55098  C30 1.090
22 H -3.70724 -0.43046 -0.18292  C14 1.090
23 H -0.11738 0.31447 3.96360  C41 1.090
24 C -1.12682 1.21680 -5.32355  O26 1.220, C30 1.478, C51 1.483
25 H 2.59870 1.76995 -1.83153  C46 1.090
26 O -1.40641 0.79273 -6.43230  C24 1.220
27 H 1.26158 -2.15615 0.37331  C4 1.090
28 O -0.12834 0.22572 -0.38112  H9 0.960, C49 1.359
29 H -1.87965 -3.71680 -0.81161  C15 1.090
30 C 0.23746 1.16822 -4.75800  H21 1.090, C24 1.478, H33 1.090, H35 1.090
31 H -3.60919 -2.08963 0.41807  C14 1.090
32 H -2.06862 2.91607 -4.31028  C51 1.090
33 H 0.41538 2.07081 -4.17338  C30 1.090
34 O -0.35755 -3.55154 1.81128  C40 1.200
35 H 0.13365 0.29244 -4.11742  C30 1.090
36 C -2.19525 0.95004 4.50179  C41 1.494, O53 1.259, C55 1.532
37 C 5.34201 1.33200 0.28003  H7 1.090, C17 1.529, H44 1.090, H50 1.090
38 H 2.20999 -3.23556 3.75755  C1 1.090
39 H -2.53478 3.13936 4.11804  C55 1.090
40 C 0.69342 -3.17112 2.24912  C1 1.541, C4 1.570, O34 1.200
41 C -1.13892 0.40765 3.59502  H16 1.090, H23 1.090, C36 1.494, H43 1.090
42 H -0.63653 -2.56568 -0.36592  C15 1.090
43 H -1.45463 -0.61963 3.41306  C41 1.090
44 H 6.07289 1.96752 -0.21999  C37 1.090
45 O -2.59102 -1.17145 -2.40423  C18 1.252
46 C 3.26388 2.23948 -1.10684  C17 1.557, H20 1.090, H25 1.090, H47 1.090
47 H 3.75441 3.05418 -1.63953  C46 1.090
48 O 4.07206 -0.06675 -1.16982  C17 1.230
49 C -0.44714 1.53341 -0.56897  O5 1.252, O19 1.233, O28 1.359
50 H 4.94363 1.94704 1.08695  C37 1.090
51 C -2.20026 1.85550 -4.52471  H2 1.090, H12 1.090, C24 1.483, H32 1.090
52 H -3.18314 1.91567 2.90005  C55 1.090
53 O -2.43360 0.51197 5.65781  C36 1.259
54 H 2.11168 -1.49258 1.73100  C4 1.090
55 C -2.96192 2.15233 3.94080  H13 1.090, C36 1.532, H39 1.090, H52 1.090

***

Entry B
Entry from the OMol25 dataset: a 6-piece molecular cluster, C16H31O8 overall (wB97M-V/def2-TZVPD).

Properties
HOMO-LUMO gap (eV): 7.30
Spin multiplicity: 1
LUMO (eV): 2.68
Net charge: -1

Each atom is followed by the atoms it is bonded to, with distances in Å.
Cartesian coordinates (Å):
1 H -11.85200 -4.00811 -5.32225  C8 1.090
2 H -8.32654 -8.56679 -6.70932  C28 1.090
3 O -13.86073 -5.32686 -2.14594  C18 1.190
4 H -10.81198 -10.41880 -9.09770  C41 1.090
5 H -14.19711 -12.86401 -5.68320  C17 1.090
6 H -12.19812 -12.24465 -4.32944  C15 1.090
7 H -14.29249 -11.25569 -6.55224  C17 1.090
8 C -12.09743 -5.06573 -5.22576  H1 1.090, H48 1.090, H49 1.090, C53 1.502
9 H -12.40038 -7.31191 -2.23760  C30 1.090
10 O -15.19214 -8.50196 -5.84524  C29 1.239
11 O -10.26326 -6.66100 -5.40533  C53 1.224
12 O -14.76923 -8.69446 -12.03336  C25 1.225
13 H -12.28241 -4.37522 0.36053  C22 1.090
14 H -11.41374 -3.84671 -1.09955  C22 1.090
15 C -11.76544 -11.60158 -5.09583  H6 1.090, C38 1.526, H40 1.090, H45 1.090
16 H -13.42251 -10.68730 -11.36423  C51 1.090
17 C -13.83719 -12.24492 -6.50496  H5 1.090, H7 1.090, C38 1.471, H52 1.090
18 C -12.85201 -5.37664 -1.51583  O3 1.190, C22 1.519, C30 1.488
19 H -12.84483 -7.40357 -10.04334  C33 1.090
20 H -14.40891 -10.53180 -9.91859  C51 1.090
21 H -9.99981 -5.90773 -7.86739  C50 1.090
22 C -12.37424 -4.18203 -0.70827  H13 1.090, H14 1.090, C18 1.519, H32 1.090
23 H -12.71361 -9.82305 -9.94180  C51 1.090
24 H -9.00227 -10.14979 -6.46426  C28 1.090
25 C -14.22000 -8.75588 -10.93971  O12 1.225, C33 1.500, C51 1.495
26 H -9.65488 -10.24782 -10.35771  C41 1.090
27 O -7.75446 -9.23685 -9.06888  C36 1.196
28 C -9.04548 -9.27765 -7.11664  H2 1.090, H24 1.090, C36 1.535, H44 1.090
29 C -14.00312 -8.66109 -5.53608  O10 1.239, O35 1.316, O39 1.222
30 C -12.11229 -6.66360 -1.41007  H9 1.090, C18 1.488, H34 1.090, H47 1.090
31 H -14.40436 -6.61909 -10.35148  C33 1.090
32 H -13.07142 -3.34602 -0.76423  C22 1.090
33 C -13.92276 -7.55987 -10.08484  H19 1.090, C25 1.500, H31 1.090, H46 1.090
34 H -11.03268 -6.51485 -1.43039  C30 1.090
35 O -13.05945 -8.59913 -6.45183  C29 1.316, H55 0.960
36 C -8.73807 -9.69027 -8.56241  O27 1.196, C28 1.535, C41 1.530
37 O -11.68755 -12.65843 -7.24426  C38 1.212
38 C -12.37363 -12.15624 -6.38087  C15 1.526, C17 1.471, O37 1.212
39 O -13.66323 -8.83425 -4.37499  C29 1.222
40 H -11.92249 -10.53975 -4.90625  C15 1.090
41 C -9.75257 -10.55334 -9.31598  H4 1.090, H26 1.090, C36 1.530, H54 1.090
42 H -11.68097 -6.60375 -7.80523  C50 1.090
43 H -11.34295 -4.83482 -7.74843  C50 1.090
44 H -10.00022 -8.79137 -6.91634  C28 1.090
45 H -10.69282 -11.79102 -5.13689  C15 1.090
46 H -14.21210 -7.76746 -9.05465  C33 1.090
47 H -12.39746 -7.12632 -0.46526  C30 1.090
48 H -12.08581 -5.37614 -4.18096  C8 1.090
49 H -13.10245 -5.22179 -5.61779  C8 1.090
50 C -11.00367 -5.82689 -7.45046  H21 1.090, H42 1.090, H43 1.090, C53 1.526
51 C -13.62100 -10.05318 -10.50017  H16 1.090, H20 1.090, H23 1.090, C25 1.495
52 H -14.10372 -12.73770 -7.43996  C17 1.090
53 C -11.04213 -5.87337 -5.92560  C8 1.502, O11 1.224, C50 1.526
54 H -9.54872 -11.61813 -9.20298  C41 1.090
55 H -12.49906 -8.68706 -5.67734  O35 0.960

***

Best to worst by energy: entry B, entry A.

***

Entry A
Entry from the OMol25 dataset: a 4-piece molecular cluster, H8O3S2 overall (wB97M-V/def2-TZVPD).

Properties
HOMO-LUMO gap (eV): 9.68
Spin multiplicity: 1
SMILES: SS.O.O.O
LUMO (eV): 0.35
Net charge: 0

Each atom is followed by the atoms it is bonded to, with distances in Å.
Cartesian coordinates (Å):
1 H 0.05906 1.36835 -1.74206  O10 0.961
2 H -0.68403 0.70245 2.59751  S7 1.338
3 S 1.50698 1.61793 1.48509  S7 2.055, H11 1.345
4 H -2.68391 0.08745 0.37672  O13 0.965
5 H -1.30976 0.59874 -0.03561  O13 0.962
6 H 0.73107 -1.89441 0.03274  O8 0.964
7 S 0.58166 0.30294 2.76405  H2 1.338, S3 2.055
8 O 1.12028 -1.70160 -0.82837  H6 0.964, H9 0.961
9 H 0.65190 -2.30059 -1.41627  O8 0.961
10 O -0.35289 0.57903 -2.10422  H1 0.961, H12 0.966
11 H 1.75802 0.78430 0.46029  S3 1.345
12 H 0.36194 -0.07101 -2.09010  O10 0.966
13 O -1.74032 -0.07358 0.50023  H4 0.965, H5 0.962

***

Entry B
Entry from the OMol25 dataset: a 4-piece molecular cluster, H8O3S2 overall (wB97M-V/def2-TZVPD).

Properties
HOMO-LUMO gap (eV): 9.34
Spin multiplicity: 1
SMILES: SS.O.O.O
LUMO (eV): 0.14
Net charge: 0

Each atom is followed by the atoms it is bonded to, with distances in Å.
Cartesian coordinates (Å):
1 O -3.15112 1.67101 -0.82531  H6 0.963, H7 0.970
2 H 4.58538 1.66625 -0.26248  S9 1.340
3 O -0.61688 0.14000 1.50427  H8 0.969, H12 0.967
4 H -0.21710 -1.30452 -1.15905  O5 0.963
5 O -0.63301 -2.15396 -1.34198  H4 0.963, H10 0.963
6 H -3.93674 1.76263 -1.37400  O1 0.963
7 H -3.53955 1.60557 0.06090  O1 0.970
8 H -0.42260 -0.62675 2.06324  O3 0.969
9 S 4.79100 0.36369 -0.49990  H2 1.340, S13 2.079
10 H -1.24452 -2.23915 -0.60326  O5 0.963
11 H 3.13571 -0.82865 1.05668  S13 1.340
12 H -1.58279 0.13749 1.46489  O3 0.967
13 S 2.83223 -0.19361 -0.08402  S9 2.079, H11 1.340

***

Best to worst by energy: entry A, entry B.